--- one ---
Here is 3 unconnected molecules or ions with the total composition C6H18O3 from the OMol25 dataset. Energies are from ωB97M-V with the def2-TZVPD basis set.

Structure (SMILES): CCO.CCO.CCO
Kohn-Sham gap (eV): 10.928
HOMO level (eV): -10.153
Lowest unoccupied orbital energy (eV): 0.78

Positions of all 27 atoms, in Å:
C 6.4229 -1.5912 0.7276
C 6.4418 -2.9620 1.5634
O 5.9097 -2.6905 2.8959
H 6.8905 -1.6837 -0.2526
H 6.9247 -0.7050 1.1160
H 5.4073 -1.2626 0.5069
H 7.4462 -3.3676 1.6846
H 5.7304 -3.6298 1.0775
H 6.4243 -1.9573 3.2412
C -5.7598 2.4936 1.6424
C -6.1361 1.2570 2.4887
O -6.3742 1.5359 3.8625
H -4.6984 2.7112 1.5233
H -6.1977 3.4318 1.9831
H -6.0495 2.2726 0.6151
H -5.2341 0.6454 2.4661
H -6.9157 0.6276 2.0596
H -7.2628 1.2516 4.0886
C -0.8752 1.2023 -4.0553
C -0.0853 0.1278 -3.2430
O 0.0597 -1.0376 -3.9985
H -0.6184 2.2361 -3.8239
H -1.9564 1.0648 -4.0486
H -0.5472 1.0616 -5.0852
H -0.6326 -0.0595 -2.3191
H 0.8711 0.5884 -2.9954
H 0.8151 -1.5609 -3.7210

=====

--- two ---
Here is 3 unconnected molecules or ions with the total composition C6H18O3 from the OMol25 dataset. Energies are from ωB97M-V with the def2-TZVPD basis set.

Structure (SMILES): CCO.CCO.CCO
Kohn-Sham gap (eV): 10.943
HOMO level (eV): -10.209
Lowest unoccupied orbital energy (eV): 0.73

Positions of all 27 atoms, in Å:
C 2.0978 -2.3501 4.9779
C 2.8136 -3.3801 5.7368
O 2.4348 -3.4304 7.0719
H 1.0215 -2.4580 5.1118
H 2.3069 -2.5389 3.9249
H 2.5164 -1.3526 5.1124
H 3.9012 -3.3319 5.6832
H 2.4242 -4.3250 5.3579
H 2.5188 -4.3252 7.4094
C 2.3820 2.9548 -0.1728
C 0.9509 2.9332 -0.7633
O 1.1203 3.8598 -1.8673
H 2.6908 3.9025 0.2684
H 3.1721 2.7505 -0.8954
H 2.5186 2.1541 0.5540
H 0.1549 3.2013 -0.0686
H 0.7505 1.9280 -1.1344
H 0.2243 3.9405 -2.2023
C -3.2575 -0.3682 -5.4442
C -4.5560 -0.0248 -4.7954
O -4.2439 1.0311 -3.8792
H -3.3262 -1.1807 -6.1675
H -2.4313 -0.5724 -4.7630
H -2.9718 0.4383 -6.1195
H -4.9067 -0.9064 -4.2588
H -5.3666 0.2994 -5.4481
H -4.9397 1.1512 -3.2288

=====

Energy relative to the most stable one, in hartree: one 0.0028; two 0.0000

=====

--- one ---
Here is 3 unconnected molecules or ions with the total composition C4H10N3 from the OMol25 dataset. Energies are from ωB97M-V with the def2-TZVPD basis set.

Kohn-Sham gap (eV): 4.211
HOMO level (eV): -11.085
Total charge: +1
Lowest unoccupied orbital energy (eV): -6.87

Positions of all 17 atoms, in Å:
C 0.2469 -0.7709 0.8147
C 0.7917 -1.8985 4.1318
C -0.5518 1.7988 -3.2026
C -1.6877 0.8516 -3.5229
N 1.3209 -0.7874 3.5528
N 0.4392 0.2723 0.3514
N 0.3711 1.6941 -2.3739
H 0.9516 -0.4857 2.5941
H 0.5388 -1.6477 1.4813
H 1.1275 -1.8640 5.1545
H 0.4001 -2.5861 3.3766
H -0.4409 2.4918 -4.1238
H -2.6076 1.3230 -3.5868
H -1.6057 0.1334 -2.7210
H -1.4612 0.3789 -4.4448
H 1.7750 0.0141 4.1245
H 0.3922 1.0824 -1.6059

=====

--- two ---
Here is a gas-phase ion, C4H10N3 (charge +1) from the OMol25 dataset. Energies are from ωB97M-V with the def2-TZVPD basis set.

Structure (SMILES): CN1CC[NH+]=NC1
Kohn-Sham gap (eV): 8.057
HOMO level (eV): -13.634
Total charge: +1
Lowest unoccupied orbital energy (eV): -5.58

Positions of all 17 atoms, in Å:
C 0.3309 -1.9197 0.4052
N 0.2837 -0.6574 0.9292
C -1.0024 0.0842 0.6362
C -1.0404 0.6357 -0.8430
N -0.0037 1.7005 -0.9548
N 1.0778 1.7369 -0.3382
C 1.2542 0.4129 0.4408
H -0.5608 -2.4719 0.7364
H 0.3833 -1.9394 -0.7634
H 1.3310 -2.4454 0.8181
H -1.0643 0.9038 1.2740
H -1.9336 -0.4902 0.6888
H -0.5739 0.0295 -1.6736
H -2.0723 1.0562 -1.0592
H -0.2163 2.5048 -1.5132
H 2.0495 0.1333 -0.2087
H 1.7575 0.7261 1.4253

=====

Energy relative to the most stable one, in hartree: one 0.0353; two 0.0000

=====

--- one ---
Here is a gas-phase ion, C4H10N3 (charge +1) from the OMol25 dataset. Energies are from ωB97M-V with the def2-TZVPD basis set.

Structure (SMILES): C=N/C(C)=[NH+]\CN
Kohn-Sham gap (eV): 8.812
HOMO level (eV): -13.446
Total charge: +1
Lowest unoccupied orbital energy (eV): -4.63

Positions of all 17 atoms, in Å:
C -0.8803 1.8550 0.6698
N -0.9954 0.6975 0.2082
C -0.8359 -0.5726 -0.0125
C -1.9213 -1.6210 -0.0323
N 0.5204 -0.9173 -0.5258
C 1.5867 -0.0229 -0.7270
N 2.1518 0.7553 0.3767
H -0.5797 1.9962 1.7537
H -1.1982 2.7845 0.0396
H -2.7712 -1.0337 0.1561
H -1.8225 -2.1197 -0.9158
H -1.7284 -2.3195 0.7646
H 0.6538 -1.7261 -1.0235
H 1.2589 0.8766 -1.3016
H 2.5088 -0.5152 -1.1649
H 1.7138 1.6223 0.5357
H 2.3387 0.2607 1.1989

=====

--- two ---
Here is a gas-phase ion, C4H10N3 (charge +1) from the OMol25 dataset. Energies are from ωB97M-V with the def2-TZVPD basis set.

Structure (SMILES): C[C@H]1N=NC[N@@H+]1C
Kohn-Sham gap (eV): 10.590
HOMO level (eV): -14.218
Total charge: +1
Lowest unoccupied orbital energy (eV): -3.63

Positions of all 17 atoms, in Å:
C 0.9634 1.4469 -0.8567
C 0.3878 0.0793 -0.9218
N 1.2782 -1.1605 -1.0273
N 1.1447 -2.0083 -0.1914
C 0.1847 -1.5851 0.8213
N -0.1454 -0.1595 0.4628
C -1.5459 0.3186 0.5259
H 1.0934 1.8775 0.1583
H 0.4494 2.1374 -1.4804
H 1.9271 1.4517 -1.3147
H -0.5161 -0.2375 -1.5914
H -0.8136 -2.0697 0.7580
H 0.5735 -1.7568 1.8023
H 0.4281 0.4205 1.0498
H -2.1334 -0.3286 -0.0010
H -1.6997 0.2317 1.5232
H -1.5761 1.3422 0.2832

=====

--- three ---
Here is 2 unconnected molecules or ions with the total composition C4H10N3 from the OMol25 dataset. Energies are from ωB97M-V with the def2-TZVPD basis set.

Kohn-Sham gap (eV): 8.448
HOMO level (eV): -12.455
Total charge: +1
Lowest unoccupied orbital energy (eV): -4.01

Positions of all 17 atoms, in Å:
C 1.1356 0.5271 0.1726
C -0.1129 0.8124 -0.6008
C 0.0675 -0.4188 0.2668
C -1.2096 -0.0659 2.0962
N 2.2654 1.0146 0.3187
N 0.0106 -1.7057 -0.2514
N -0.0275 0.6105 -2.0784
H -0.7754 1.6152 -0.3145
H -2.1885 -0.1895 1.6741
H -0.9140 0.9302 2.3639
H -0.8596 -0.8503 2.7401
H 2.9176 0.5306 0.9277
H 0.6218 -2.3551 0.2347
H -0.9271 -2.0904 -0.2940
H -0.9040 0.8715 -2.5473
H 0.1565 -0.3962 -2.2247
H 0.7436 1.1595 -2.4840

=====

--- four ---
Here is 2 unconnected molecules or ions with the total composition C4H10N3 from the OMol25 dataset. Energies are from ωB97M-V with the def2-TZVPD basis set.

Kohn-Sham gap (eV): 9.684
HOMO level (eV): -13.708
Total charge: +1
Lowest unoccupied orbital energy (eV): -4.02

Positions of all 17 atoms, in Å:
C -2.3285 -0.4499 0.5487
C 1.6233 1.2875 0.7145
C -1.1354 1.3529 -0.6092
C 1.4126 -0.8277 -0.5677
N -1.9633 0.5739 -0.0677
N 0.3357 -1.6620 0.0150
N 1.0206 0.5236 -0.0639
H -1.5615 -0.9444 1.1803
H -3.3718 -0.5135 0.7032
H 2.6213 0.9302 1.0540
H 1.1657 2.3282 0.9306
H -1.0908 1.2878 -1.6708
H -1.0338 2.2784 -0.0783
H 2.4004 -1.1266 -0.2837
H 1.3785 -0.6482 -1.6928
H 0.7540 -2.2887 0.6190
H -0.2270 -2.1015 -0.7311

=====

Energy relative to the most stable one, in hartree: one 0.0000; two 0.0226; three 0.0689; four 0.0449

=====

--- one ---
Here is 2 unconnected molecules or ions with the total composition C4H10N3 from the OMol25 dataset. Energies are from ωB97M-V with the def2-TZVPD basis set.

Kohn-Sham gap (eV): 11.010
HOMO level (eV): -14.158
Total charge: +1
Lowest unoccupied orbital energy (eV): -3.15

Positions of all 17 atoms, in Å:
C -2.6252 -1.1700 0.8742
C -1.0790 0.6401 -0.1738
C 1.9357 -0.2272 -1.2337
C 1.8757 0.0898 1.1425
N -1.7381 -0.2574 0.2020
N -0.6123 1.6632 -0.7586
N 1.2558 0.1550 0.0582
H -3.6289 -0.7930 1.0250
H -2.2083 -1.1096 1.8747
H 1.5603 0.3570 -2.0254
H 1.6471 -1.2284 -1.3982
H 2.9682 -0.1190 -1.2979
H -2.8286 -2.0304 0.2741
H 1.3350 0.3160 2.0374
H 2.9009 -0.3003 1.2691
H 0.4002 1.7661 -0.5479
H -1.1586 2.2481 -1.3216

=====

--- two ---
Here is 2 unconnected molecules or ions with the total composition C4H10N3 from the OMol25 dataset. Energies are from ωB97M-V with the def2-TZVPD basis set.

Kohn-Sham gap (spin up / spin down) (eV): 7.258 / 7.259
HOMO level (spin up / spin down) (eV): -12.098 / -12.099
Total charge: +1
Lowest unoccupied orbital energy (spin up / spin down) (eV): -4.84 / -4.84

Positions of all 17 atoms, in Å:
C -2.2845 -1.6640 -0.4773
C 2.2842 1.4643 -0.9154
C 1.1447 0.6800 -0.3165
C 1.2189 0.6720 1.2247
N 0.2198 -0.1105 1.7111
N -0.6564 -0.7598 1.8825
N -3.4309 -2.2465 -0.3699
H -2.4676 -0.8323 -1.2493
H 2.1434 1.7614 -1.8746
H 2.2952 2.3522 -0.4423
H 3.1430 0.9547 -0.6924
H 1.1190 -0.2654 -0.6279
H 0.0806 1.2008 -0.5860
H 2.1739 0.2517 1.5416
H 0.8029 1.6496 1.6934
H -4.3622 -2.0416 -0.7097
H -3.4240 -3.0663 0.2080

=====

--- three ---
Here is a gas-phase ion, C4H10N3 (charge +1) from the OMol25 dataset. Energies are from ωB97M-V with the def2-TZVPD basis set.

Structure (SMILES): C[NH+]=C1N(C)N1C
Kohn-Sham gap (eV): 10.390
HOMO level (eV): -14.229
Total charge: +1
Lowest unoccupied orbital energy (eV): -3.84

Positions of all 17 atoms, in Å:
C -0.5077 0.9773 2.2785
N -0.0644 1.4233 0.9342
C 0.3591 0.6243 0.0558
N 0.8290 0.4647 -1.2487
C 0.0335 0.1545 -2.3847
N 0.9285 -0.5234 -0.0297
C 0.3378 -1.8522 -0.0834
H -1.4905 0.4986 2.2928
H -0.4612 1.8508 2.8044
H 0.1559 0.1889 2.8356
H -0.4526 2.3570 0.7575
H -0.3361 1.1541 -2.7003
H 0.7096 -0.2749 -3.0469
H -0.8930 -0.4425 -2.1379
H 1.1497 -2.4636 -0.6198
H 0.3367 -2.2042 0.9710
H -0.6343 -1.9328 -0.6785

=====

Energy relative to the most stable one, in hartree: one 0.0000; two 0.0921; three 0.0512

=====

--- one ---
Here is a gas-phase ion, CH6N3OS (charge +1) from the OMol25 dataset. Energies are from ωB97M-V with the def2-TZVPD basis set.

Kohn-Sham gap (eV): 10.576
HOMO level (eV): -14.858
Total charge: +1
Lowest unoccupied orbital energy (eV): -4.28

Positions of all 12 atoms, in Å:
C 0.6145 -0.6536 -0.0001
N -0.1610 0.3694 -0.0103
N -0.0579 -2.0176 -0.0489
N 0.4083 1.6142 -0.0041
O -1.4925 -1.8547 0.0731
S 2.3553 -0.7152 0.1200
H -1.1101 0.3346 0.1828
H 0.4966 -2.6034 0.5169
H 0.6924 2.1030 0.8060
H 2.5346 0.6122 -0.4265
H 0.2566 2.1064 -0.8914
H -1.9139 -2.2956 -0.6906

=====

--- two ---
Here is a gas-phase ion, CH6N3OS (charge +1) from the OMol25 dataset. Energies are from ωB97M-V with the def2-TZVPD basis set.

Kohn-Sham gap (eV): 9.797
HOMO level (eV): -14.786
Total charge: +1
Lowest unoccupied orbital energy (eV): -4.99

Positions of all 12 atoms, in Å:
C 0.3425 1.0937 1.2878
N 0.7740 1.8244 0.2850
N -1.1377 -1.9330 -0.0883
N 0.4982 -0.5973 -1.6209
O 0.2734 -0.1260 1.1341
S 0.4221 -1.4963 -0.4642
H 0.9163 2.7744 0.3335
H 1.4654 1.3924 -0.3314
H -1.2837 -2.4480 0.7780
H -1.8597 -1.4130 -0.3959
H -0.1320 1.4588 2.2374
H 0.0138 -0.3882 -2.5048

=====

Energy relative to the most stable one, in hartree: one 0.0532; two 0.0000

=====

--- one ---
Here is a single C5H8N2S molecule from the OMol25 dataset. Energies are from ωB97M-V with the def2-TZVPD basis set.

Structure (SMILES): CC1=CCNC(=S)N1
Kohn-Sham gap (eV): 8.947
HOMO level (eV): -8.211
Lowest unoccupied orbital energy (eV): 0.74

Positions of all 16 atoms, in Å:
C 0.5518 0.7365 2.1152
C 0.2751 0.1863 0.7444
C 0.8722 -0.8627 0.1946
C 0.3275 -1.3367 -1.1538
N -0.6028 -0.4359 -1.7827
C -1.1196 0.6807 -1.2358
S -2.1808 1.7159 -1.9803
N -0.6448 0.9236 0.0256
H 0.7450 1.8212 2.0163
H 1.3896 0.2102 2.6383
H -0.3301 0.5931 2.7262
H 1.5450 -1.5255 0.7486
H 1.1707 -1.6103 -1.8057
H -0.2371 -2.2698 -0.9503
H -0.8000 -0.5932 -2.7499
H -0.9617 1.7665 0.4494

=====

--- two ---
Here is a single C5H8N2S molecule from the OMol25 dataset. Energies are from ωB97M-V with the def2-TZVPD basis set.

Structure (SMILES): CSn1nccc1C
Kohn-Sham gap (eV): 9.936
HOMO level (eV): -9.133
Lowest unoccupied orbital energy (eV): 0.80

Positions of all 16 atoms, in Å:
C 2.4427 -0.6131 0.6647
S 1.6894 -0.2167 -0.9843
N 0.0849 -0.4607 -0.5961
N -0.4096 -1.7084 -0.5570
C -1.6781 -1.6150 -0.2178
C -1.9863 -0.2446 -0.0743
C -0.8518 0.4472 -0.2733
C -0.5559 1.9134 -0.2316
H 3.5382 -0.5335 0.5857
H 2.0909 0.1181 1.3840
H 2.1101 -1.6105 0.9044
H -2.3248 -2.4868 -0.1152
H -2.9785 0.1573 0.1332
H -0.0439 2.2855 -1.1525
H -1.4805 2.5155 -0.0122
H 0.3533 2.0525 0.5422

=====

Energy relative to the most stable one, in hartree: one 0.0000; two 0.0468